# 1
Formula: C32H37Cl2KN3O8P
Source: OMol25
Level of theory: ωB97M-V with the def2-TZVPD basis set

Each line ends with the Löwdin charge.
Atoms and positions in Å:
H: 2.253 5.634 1.889  0.01
H: -5.360 3.798 0.107  0.11
H: -1.693 -4.152 1.338  0.09
H: -1.292 1.444 2.840  0.09
C: 0.928 -6.223 1.870  -0.10
H: -1.004 -5.441 -4.137  0.09
N: -2.759 2.262 1.605  -0.08
C: -3.823 3.239 1.503  -0.17
H: -3.233 4.039 -1.090  0.13
C: 3.496 2.099 2.589  -0.72
C: -3.494 -1.400 1.673  -0.10
C: 0.272 -3.873 0.502  -0.29
O: 4.097 2.793 3.425  -0.05
P: -0.051 -2.285 -0.377  1.14
H: -4.466 3.126 2.381  0.12
H: 1.191 -7.129 2.405  0.09
H: 2.386 -0.850 -1.376  0.03
H: -1.393 -1.489 2.025  0.11
H: -1.286 2.641 -2.286  0.10
C: -3.650 3.031 -0.944  -0.17
C: -1.777 1.746 -1.892  -0.02
H: 0.296 -0.861 -2.828  0.10
C: -4.521 -1.523 0.739  -0.12
K: 1.352 1.784 0.421  0.79
C: -0.030 -1.858 -3.107  -0.09
C: 4.329 1.535 1.401  -0.11
H: -2.407 1.307 -2.669  0.09
C: -0.222 -2.821 -2.122  -0.37
O: 2.259 1.838 2.552  -0.20
H: 2.242 4.326 3.163  0.01
O: 2.211 -2.689 -1.043  -0.12
O: 2.650 0.062 -1.617  -0.12
C: -0.573 -3.451 -4.827  -0.11
O: 1.801 3.697 -0.839  -0.19
C: 4.003 3.598 0.118  -0.11
N: -2.593 2.063 -0.736  -0.07
H: -1.121 -6.206 2.543  0.09
C: 4.483 1.535 -1.059  -0.19
C: -4.216 -1.926 -0.550  -0.10
H: -5.108 2.051 0.274  0.12
C: -2.065 1.814 0.509  -0.48
H: -3.710 -1.068 2.681  0.09
C: -2.898 -2.217 -0.903  -0.08
H: 4.204 2.166 -1.906  0.13
C: 4.053 0.112 -1.349  -0.24
C: 2.775 4.377 -0.429  -0.73
H: 4.621 -0.251 -2.213  0.11
H: -5.543 -1.294 1.018  0.09
H: -3.419 4.261 1.538  0.13
N: 3.893 2.134 0.129  -0.23
H: 2.896 -5.903 1.008  0.11
C: -0.681 -4.540 1.267  -0.09
O: 2.882 5.617 -0.364  -0.07
H: 4.180 3.958 1.134  0.11
H: 4.870 3.932 -0.470  0.12
O: 3.760 -4.220 -0.436  -0.01
O: -1.028 1.182 0.632  -0.09
C: 1.557 -4.390 0.420  -0.14
H: -5.000 -2.021 -1.292  0.09
C: 2.638 -3.696 -0.423  -0.63
Cl: 0.173 4.568 2.046  0.56
H: -2.905 1.580 3.575  0.08
H: 4.160 0.457 1.357  0.11
H: -0.046 -1.399 -5.198  0.10
H: -1.881 3.022 3.355  0.06
H: -0.692 -4.878 -1.756  0.11
C: -1.857 -2.074 0.009  -0.37
C: 1.718 5.172 2.715  -0.91
C: -4.604 3.020 0.228  -0.16
H: -4.167 2.765 -1.870  0.12
H: 5.395 1.718 1.600  0.12
C: -2.184 -1.652 1.303  -0.13
H: 5.590 1.528 -0.999  0.12
C: -0.741 -4.430 -3.853  -0.10
C: -0.362 -5.708 1.951  -0.10
H: -0.703 -3.694 -5.874  0.09
C: 1.876 -5.556 1.103  -0.03
Cl: 1.439 6.432 3.993  0.43
H: 4.283 -0.571 -0.528  0.11
C: -2.178 2.066 2.917  -0.05
H: -2.682 -2.540 -1.914  0.09
H: -1.018 1.022 -1.615  0.08
C: -0.565 -4.112 -2.513  -0.09
C: -0.211 -2.164 -4.450  -0.09

Properties
Net charge: -2
Energy relative to the best compared isomer or geometry (same formula, charge and spin): 0.935 eV
2S+1: 1
Gap between HOMO and LUMO: 6.647 eV
HOMO energy: -2.79 eV
E: -105299.25866 eV


# 2
Formula: C32H37Cl2KN4
Source: OMol25
Level of theory: ωB97M-V with the def2-TZVPD basis set

Each line ends with the Löwdin charge.
Atoms and positions in Å:
H: 3.773 2.040 -2.740  0.00
H: 0.210 -0.773 -5.990  0.10
H: -4.006 1.626 1.169  0.11
H: -4.318 0.044 -4.331  0.10
C: 1.399 -1.264 6.385  -0.05
C: 3.095 2.038 -3.587  -0.96
C: -0.014 -2.974 4.754  -0.02
C: -0.717 1.690 -5.535  -0.01
H: 0.283 1.481 -5.164  0.04
N: -0.313 -1.227 3.104  0.13
N: -1.460 0.399 -5.546  -0.18
H: 4.026 1.613 -0.915  0.04
H: -2.394 0.583 -5.918  0.17
H: 0.382 1.025 4.126  0.06
H: -0.556 -3.637 4.091  0.11
K: 0.395 1.179 -0.845  0.60
Cl: 1.785 3.181 -3.294  0.55
C: -1.453 -0.532 0.700  -0.32
C: 4.211 -2.236 2.799  -0.06
H: 6.138 0.557 -0.366  0.09
C: 4.128 -1.163 1.748  -0.24
H: 3.591 2.291 -4.519  0.03
C: 5.230 0.235 0.134  -0.13
C: 1.154 0.657 4.797  -0.02
H: -0.396 1.637 1.898  0.06
C: -4.182 2.738 -2.303  -0.12
H: -3.949 -1.998 -1.086  0.10
C: 0.456 -3.429 5.972  -0.09
H: -4.819 3.502 -1.868  0.09
H: -1.223 -1.594 2.869  0.14
H: -1.217 2.364 -4.845  0.09
C: -3.482 0.744 0.822  -0.05
H: 6.227 -1.225 1.357  0.10
C: -4.141 -0.171 0.023  -0.10
H: 1.947 -0.589 7.031  0.11
H: -1.866 2.626 1.810  0.08
C: 1.178 -2.569 6.788  -0.09
H: 2.061 -1.449 3.044  0.09
C: 0.915 -0.774 5.173  -0.22
H: -0.690 -0.198 -7.414  0.10
H: 5.228 -2.620 2.882  0.07
Cl: 2.461 0.384 -3.755  0.53
C: 0.211 -1.659 4.349  -0.22
H: 1.561 -2.911 7.741  0.10
C: -2.146 0.590 1.175  -0.24
C: -1.916 1.773 -2.530  -0.13
C: -2.828 2.706 -1.997  -0.17
C: 0.472 -0.944 1.981  -0.39
N: 1.803 -0.990 2.187  0.13
H: -2.476 3.467 -1.302  0.08
H: -5.174 -0.007 -0.249  0.10
H: 3.557 -3.084 2.575  0.08
N: -0.062 -0.690 0.842  0.03
C: -0.780 -0.597 -6.405  0.00
H: 2.105 0.770 4.273  0.09
H: -2.112 -1.124 -4.267  0.13
C: 2.785 0.468 0.431  -0.14
C: -3.452 -1.279 -0.448  -0.10
H: -1.554 -2.289 -0.498  0.11
C: -1.686 -0.129 -4.125  -0.10
C: -2.540 0.849 -3.392  -0.34
C: -4.736 1.792 -3.157  -0.12
C: 4.005 0.814 -0.169  -0.20
H: -1.360 -1.516 -6.408  0.10
H: -0.690 -0.196 -3.686  0.11
H: -1.654 1.433 3.090  0.08
H: -0.683 2.074 -6.552  0.10
C: 5.283 -0.757 1.098  -0.09
H: 3.931 -1.874 3.795  0.07
H: 1.178 1.283 5.688  0.08
C: -3.905 0.829 -3.697  -0.09
C: 2.916 -0.538 1.393  -0.25
C: -1.479 1.630 2.029  -0.04
H: -5.797 1.794 -3.377  0.09
H: 0.271 -4.450 6.276  0.10
C: -2.122 -1.448 -0.118  -0.04

Properties
Net charge: 0
Energy relative to the best compared isomer or geometry (same formula, charge and spin): 0.061 eV
2S+1: 1
Gap between HOMO and LUMO: 5.838 eV
HOMO energy: -5.92 eV
E: -81111.96251 eV


# 3
Formula: C32H37GeMnN9O5STe
Source: OMol25
Level of theory: ωB97M-V with the def2-TZVPD basis set

Each line ends with the Löwdin charge.
Atoms and positions in Å:
C: 3.682 2.509 2.068  -0.07
C: 2.207 -2.294 0.152  -0.36
H: 1.600 2.630 4.729  0.11
H: -5.496 -0.531 -0.873  0.09
H: -4.781 -1.855 2.350  0.19
H: 2.261 0.703 0.429  0.08
S: -0.753 1.816 -0.786  0.68
H: 1.667 0.457 -1.098  0.10
N: -4.131 -1.799 1.575  0.26
N: -3.050 3.010 -1.317  0.14
N: 2.966 -3.351 -0.076  0.24
H: -3.491 -1.880 -2.779  0.13
C: -4.996 4.254 -2.057  -0.01
C: -4.886 3.089 0.181  0.01
H: -3.968 7.560 0.628  0.12
H: 3.921 2.018 4.141  0.12
H: -2.436 -4.414 -0.243  0.12
C: 1.063 3.152 2.717  -0.19
H: -4.569 2.027 2.020  0.12
H: 3.178 3.093 0.071  0.10
C: -4.190 -1.910 -1.943  -0.14
C: -3.447 -2.573 -0.752  -0.28
N: 1.045 -2.220 0.814  0.08
C: -1.312 5.990 -0.758  -0.11
C: -3.166 6.843 0.509  -0.06
C: -2.348 6.901 -0.610  -0.06
C: 3.239 2.357 3.373  -0.05
N: -2.160 -0.994 0.690  0.01
H: 3.482 -1.025 -0.850  0.17
C: -4.157 2.326 1.061  -0.10
H: -4.998 -2.591 -2.215  0.14
H: -0.687 6.039 -1.641  0.10
C: 1.932 2.697 3.701  -0.08
C: 0.262 -1.482 4.542  -0.12
Mn: -0.304 -0.464 0.555  0.45
H: 3.810 -3.279 -0.619  0.14
C: -2.388 -4.288 -2.400  -0.07
C: -0.365 -0.237 4.575  -0.53
H: -3.588 5.838 2.357  0.11
C: -0.535 0.452 5.777  -0.14
H: 2.684 -4.238 0.321  0.11
H: -3.941 0.175 -1.350  0.06
N: 2.619 -1.103 -0.334  0.03
H: -4.332 4.476 -2.888  0.09
H: -1.488 -3.688 -2.527  0.07
O: -1.210 -1.663 -1.133  0.04
C: -0.056 -0.108 6.953  -0.05
H: 0.379 -2.017 3.611  0.07
H: 0.923 -1.789 7.844  0.12
H: -1.045 1.407 5.804  0.10
O: 1.032 -4.458 1.185  0.09
H: -5.887 3.420 0.423  0.13
H: 1.187 -3.012 5.716  0.12
C: 1.474 3.249 1.383  -0.36
N: -2.906 1.923 0.793  0.00
H: 0.074 3.484 3.010  0.06
C: -1.912 4.970 1.341  -0.12
C: 0.715 -2.039 5.726  -0.05
H: -5.349 5.185 -1.613  0.09
C: -2.952 5.877 1.483  -0.07
H: 1.204 4.085 -1.289  0.01
C: -3.019 -1.065 1.690  -0.51
H: -3.997 -4.609 -1.006  0.13
C: -4.425 -2.593 0.429  -0.35
H: 4.716 2.305 1.820  0.12
H: -1.769 4.218 2.107  0.08
H: -5.871 3.721 -2.432  0.10
O: -5.431 -3.234 0.428  0.18
H: -5.195 -0.108 -2.548  0.09
C: -2.438 2.300 -0.386  -0.75
C: -4.732 -0.518 -1.652  -0.05
H: -3.058 -4.085 -3.234  0.08
C: -2.232 -1.753 -0.441  -0.40
O: -0.701 -3.251 1.592  0.06
O: -2.798 -0.425 2.780  -0.24
H: -2.512 7.658 -1.364  0.12
C: -4.288 3.429 -1.034  -0.29
Ge: 0.320 3.761 -0.083  0.85
N: 0.462 -3.387 1.257  -0.40
C: -3.065 -4.045 -1.058  -0.14
H: -0.180 0.417 7.890  0.12
H: -2.107 -5.338 -2.467  0.09
N: 1.804 0.029 -0.185  0.02
C: 2.806 2.955 1.081  -0.15
C: -1.080 5.022 0.221  -0.36
C: 0.562 -1.349 6.924  -0.04
Te: -1.041 0.717 2.875  1.67

Properties
Net charge: +2
Energy relative to the best compared isomer or geometry (same formula, charge and spin): 0.000 eV
2S+1: 4
Gap between HOMO and LUMO (alpha / beta): 7.802 / 7.790 eV
HOMO energy (alpha / beta): -13.83 / -13.71 eV
E: -163383.39058 eV


# 4
Formula: C32H38AsBaBr2Cl2FN5
Source: OMol25
Level of theory: ωB97M-V with the def2-TZVPD basis set

Each line ends with the Löwdin charge.
Atoms and positions in Å:
C: 2.376 0.585 -1.049  -0.08
C: 4.766 -1.005 2.095  -0.04
H: -0.711 3.404 0.098  0.08
Br: -3.020 -4.031 -3.197  0.56
H: 2.807 0.568 -0.077  0.06
H: 0.581 -3.163 0.630  -0.07
N: -5.310 0.425 -4.524  0.09
H: -0.722 5.548 4.170  0.07
C: -1.404 2.289 -2.865  -0.11
C: -0.167 2.271 1.876  -0.26
H: 4.185 -4.061 0.761  0.11
H: -5.927 -2.525 -3.359  0.10
H: -1.978 -5.971 -2.012  0.00
H: 4.282 1.371 2.915  0.08
C: 3.132 1.134 -2.089  -0.13
N: -4.416 -1.026 -3.135  -0.03
H: -0.478 2.481 -2.338  0.11
H: 0.459 4.934 5.383  0.08
C: 0.591 -0.164 4.793  -0.10
H: 0.157 2.244 5.753  0.11
H: 4.126 1.515 -1.892  0.08
C: 2.661 -2.590 1.145  -0.27
C: 1.082 0.095 -1.288  -0.41
C: 2.604 1.200 -3.380  -0.16
H: 5.597 -0.410 2.456  0.10
Cl: -3.810 0.907 -0.057  0.38
C: 3.458 -0.489 2.131  -0.28
As: 0.450 -0.719 1.613  1.19
H: -7.052 -0.695 -5.108  0.11
H: 1.854 -3.800 -0.442  0.02
H: -1.297 4.528 5.540  0.08
C: 1.320 0.716 -3.631  -0.11
H: 3.189 1.631 -4.183  0.07
H: 1.501 0.016 5.404  0.08
C: -0.365 2.391 0.397  -0.10
C: -0.374 3.438 2.634  -0.03
C: 0.565 0.166 -2.590  -0.18
H: 7.078 -2.145 0.982  0.08
H: -0.643 4.364 2.140  0.10
C: 3.979 -3.066 1.138  -0.03
H: 0.763 -1.089 4.216  0.04
C: 0.197 1.052 2.527  -0.28
C: -6.150 -0.655 -4.515  -0.09
C: 6.438 -2.804 1.605  -0.08
H: -1.846 4.088 -4.133  0.11
C: -1.553 -5.093 -2.501  -0.99
C: 5.029 -2.284 1.610  -0.30
C: -0.465 4.685 4.821  -0.08
Ba: -2.184 -1.425 -1.400  1.21
N: -3.169 2.392 -4.123  0.08
H: -1.735 -1.834 1.139  -0.22
N: 0.242 -0.453 -0.276  -0.37
H: 6.832 -2.819 2.643  0.08
H: 1.630 -4.476 1.217  0.09
H: -5.833 -0.537 0.350  0.00
C: 0.286 1.060 3.955  -0.32
H: -0.925 -5.390 -3.343  0.01
H: 2.807 1.571 1.935  0.08
H: -0.258 -0.357 5.483  0.08
H: 2.750 0.884 3.615  0.06
H: -4.709 -0.571 1.774  0.01
C: -3.173 1.171 -3.469  -0.27
Br: -0.426 -4.181 -1.211  0.73
C: -4.247 0.185 -3.670  -0.25
H: -0.433 -0.200 -2.797  -0.11
C: -4.808 -0.685 0.693  -0.61
C: 1.616 -3.544 0.612  -0.21
C: -0.245 3.433 4.021  -0.30
C: 0.076 2.247 4.671  -0.05
H: -5.455 1.258 -5.070  0.14
H: 6.492 -3.835 1.196  0.07
H: -3.866 2.718 -4.773  0.14
C: -5.574 -1.543 -3.646  -0.16
Cl: -4.468 -2.655 0.378  0.25
C: -2.061 3.101 -3.749  -0.06
C: 3.303 0.908 2.670  -0.07
H: 0.600 2.246 -0.104  0.07
N: -2.085 1.116 -2.698  -0.01
H: -1.138 1.673 0.055  0.02
F: -0.656 -1.205 -3.557  -0.58
C: 2.370 -1.284 1.646  -0.28
H: 0.907 0.770 -4.630  0.09

Properties
Net charge: -1
Energy relative to the best compared isomer or geometry (same formula, charge and spin): 0.873 eV
2S+1: 1
Gap between HOMO and LUMO: 3.159 eV
HOMO energy: -2.05 eV
E: -270627.10863 eV


# 5
Formula: C32H38Cl3F4N4O2S3SiTi
Source: OMol25
Level of theory: ωB97M-V with the def2-TZVPD basis set

Each line ends with the Löwdin charge.
Atoms and positions in Å:
H: 4.630 2.270 2.352  0.13
H: 1.470 -4.941 1.539  0.10
Si: -3.034 0.285 -1.012  0.44
C: 2.906 2.826 0.137  -0.02
C: 1.626 1.194 4.501  -0.13
H: -0.586 5.618 2.773  0.10
F: 2.013 -0.910 -5.506  0.11
H: 1.561 -3.925 -1.821  0.08
H: 2.617 -3.340 -0.524  0.11
C: 2.510 2.446 2.617  -0.20
H: 2.912 6.504 2.251  0.14
H: -3.537 -3.111 3.545  0.09
H: 3.863 2.325 0.273  0.14
H: -0.185 0.760 -2.616  0.10
H: 1.761 -3.203 1.806  0.09
N: 0.626 -3.674 0.080  -0.33
Cl: 3.113 -0.398 6.077  0.70
C: -1.220 -1.975 2.907  -1.27
H: -3.737 0.450 -3.374  0.04
H: -3.223 -4.463 2.411  0.10
S: -0.231 -1.049 1.801  0.67
H: -5.068 -0.035 0.369  0.04
C: -0.970 -2.900 -5.764  -0.20
H: 0.287 -1.935 -7.212  0.15
F: 1.579 -1.441 -2.913  0.06
H: 0.165 -3.893 2.133  0.07
H: -0.588 -4.981 -2.377  0.14
C: 2.249 5.640 2.193  -0.13
F: -2.330 -3.847 -4.101  0.11
H: -1.316 -4.292 0.481  0.11
C: 0.943 -1.641 -5.185  -0.21
H: 1.915 5.393 3.206  0.13
H: 2.113 -5.040 -0.548  0.11
Cl: 2.546 6.441 -0.940  0.69
C: 3.775 1.950 2.934  -0.02
C: -2.338 1.665 0.028  -0.18
C: -1.011 -4.251 -1.681  -0.18
C: -0.537 -4.530 -0.248  -0.15
H: 3.046 3.649 -0.562  0.11
C: 1.643 0.684 0.007  -0.14
H: -2.389 1.537 -3.103  0.03
H: -2.751 2.627 -0.283  0.04
H: 4.967 0.717 4.230  0.11
C: 2.352 3.392 1.447  -0.31
C: 0.496 0.984 -1.815  -0.11
C: 0.108 -2.140 -6.167  0.10
C: 1.227 2.102 -1.611  0.01
H: 0.780 0.888 5.096  0.09
F: -1.815 -3.395 -6.670  0.12
H: -2.627 1.495 1.067  0.04
H: -5.341 1.137 -0.920  0.04
N: -0.569 -2.907 -2.060  -0.16
Ti: -0.269 -1.711 -0.582  0.92
C: 1.056 5.920 1.324  -0.34
O: -1.868 -2.980 2.310  -0.30
C: 1.452 2.059 3.432  -0.57
C: -2.779 0.548 -2.862  -0.17
S: -1.290 -1.646 4.501  0.72
C: 3.980 1.087 3.994  -0.08
C: -4.865 0.184 -0.680  -0.18
N: 1.969 1.880 -0.473  -0.02
C: -1.227 -3.152 -4.426  -0.14
H: -2.620 -1.591 0.495  0.01
C: -2.778 -3.755 3.105  -0.08
H: -2.240 -4.269 3.900  0.09
C: -2.309 -1.395 -0.536  -0.30
H: -2.797 -2.126 -1.189  0.03
H: 1.287 3.589 1.284  0.11
C: 1.031 -3.941 1.481  -0.08
H: -1.251 1.744 0.010  0.00
Cl: -0.161 2.643 3.143  0.76
C: -0.302 5.849 1.756  -0.16
H: -2.270 6.135 0.829  0.07
H: -2.099 -4.351 -1.725  0.12
C: -0.395 -2.658 -3.422  -0.16
C: 0.700 -1.905 -3.852  -0.14
H: 2.067 0.270 0.908  0.13
C: 1.795 -4.016 -0.765  -0.04
H: -5.340 -0.588 -1.286  0.04
H: 1.309 3.013 -2.175  0.14
O: 3.057 4.595 1.661  -0.10
C: 2.891 0.706 4.764  -0.66
C: 1.122 6.242 -0.001  -0.97
H: -2.114 -0.201 -3.301  0.01
C: -1.196 6.110 0.766  -0.40
S: -0.417 6.448 -0.719  1.01
N: 0.748 0.090 -0.783  -0.08
H: -0.273 -5.587 -0.135  0.14

Properties
Net charge: +1
Energy relative to the best compared isomer or geometry (same formula, charge and spin): 0.896 eV
2S+1: 1
Gap between HOMO and LUMO: 7.317 eV
HOMO energy: -10.87 eV
E: -155787.65051 eV


> Which of these has the highest 2S+1?

C32H37GeMnN9O5STe


> Which of these has the highest energy relative to the best compared isomer or geometry (same formula, charge and spin)?

C32H37Cl2KN3O8P


> net charge of number 5 (C32H38Cl3F4N4O2S3SiTi)?

+1


> Which of these has the highest energy relative to the best compared isomer or geometry (same formula, charge and spin)?

C32H37Cl2KN3O8P